Entry 1:
# C12H25Br2IO7PS

A 3-piece molecular cluster, C12H25Br2IO7PS overall (ωB97M-V with the def2-TZVPD basis set, the Open Molecules 2025 dataset).

Summary:
Molecular weight   631.08 g/mol
Electronic energy   -7183.977865 Eh
Charge   +1
HOMO   -12.214 eV
Spin multiplicity   1
Lowest unoccupied orbital energy   -4.15 eV
Gap between HOMO and LUMO   8.0602 eV

Last column: Löwdin charge in e.
Positions of all 49 atoms, in Å:
I: 1.2921 -3.9393 1.9996  0.534
Br: 8.5124 0.1390 1.7159  0.676
Br: -0.0918 0.0512 1.7255  0.738
S: 3.3640 -1.2192 1.3725  0.823
P: 2.2775 -2.7999 0.1291  0.373
O: -2.5226 -0.3020 -4.4722  0.018
O: -0.9051 -0.9994 -3.2172  0.008
O: -6.4408 1.7215 1.0347  0.123
O: -5.0247 2.3730 -0.5986  0.003
O: 3.5095 -3.7433 -0.2773  -0.422
O: -3.0086 -1.0945 -2.4123  0.113
O: -6.4637 3.8002 0.1512  0.004
C: 5.0665 -1.1555 0.7090  -0.387
C: -4.4689 1.0528 -0.5903  -0.041
C: -7.5491 4.1295 1.0295  -0.031
C: -6.0205 2.5521 0.2714  -0.627
C: 6.0626 -1.3731 1.8430  -0.335
C: 7.4939 -1.4483 1.2988  -0.609
C: -0.4780 -1.5554 -1.9756  -0.077
C: -3.9235 -0.0574 -4.6929  -0.011
C: 2.1826 0.9169 3.2067  -0.160
C: 2.5448 0.2812 0.7321  -0.443
C: -2.2324 -0.8228 -3.2929  -0.619
C: 1.6480 0.9276 1.7842  -0.782
H: 5.8208 -2.2840 2.3938  0.112
H: 1.9643 -0.0289 -0.1356  0.050
H: 0.6042 -1.6172 -2.0499  0.049
H: -4.4816 -0.9885 -4.6269  0.102
H: 1.6667 1.6712 3.7965  0.090
H: -7.7915 5.1641 0.8110  0.094
H: -0.9074 -2.5461 -1.8273  0.103
H: 8.0336 -2.2914 1.7160  0.063
H: -7.2442 4.0171 2.0679  0.097
H: 3.3313 0.9623 0.4069  0.103
H: -0.7715 -0.9126 -1.1458  0.058
H: 4.0370 -4.1757 0.4099  0.071
H: -8.4036 3.4853 0.8338  0.098
H: 5.1733 -0.1705 0.2565  0.100
H: 1.4778 1.9534 1.4658  0.101
H: -5.2201 0.3145 -0.8625  0.103
H: -3.9855 0.3588 -5.6921  0.098
H: 5.9821 -0.5432 2.5436  0.088
H: 5.1492 -1.9112 -0.0716  0.081
H: -4.3027 0.6501 -3.9587  0.093
H: 7.5173 -1.5368 0.2153  0.060
H: -4.0743 0.8135 0.3962  0.095
H: 2.0271 -0.0447 3.6915  0.065
H: -3.6745 1.0635 -1.3273  0.073
H: 3.2480 1.1621 3.2190  0.086

Cartesian forces (eV/Å) of the 6 atoms listed first:
I -0.04 -0.02 0.08
Br 0.02 0.11 -0.01
Br -0.05 -0.04 0.04
S 0.01 -0.01 0.25
P 0.04 -0.19 -0.02
O -0.01 0.00 -0.01

Entry 2:
# C12H25Br2IrO4

C12H25Br2IrO4 as an isolated structure (ωB97M-V with the def2-TZVPD basis set, the Open Molecules 2025 dataset).

Summary:
Molecular weight   585.35 g/mol
Electronic energy   -6025.125496 Eh
Charge   +1
HOMO (spin up / spin down)   -11.801 / -11.593 eV
Spin multiplicity   2
Lowest unoccupied orbital energy (spin up / spin down)   -4.57 / -4.74 eV
Gap between HOMO and LUMO (spin up / spin down)   7.2306 / 6.8516 eV

Last column: Löwdin spin population.
Positions of all 44 atoms, in Å:
Ir: 0.4662 -0.6112 -0.1414  0.971
Br: 0.5823 -2.9057 2.3726  0.010
Br: -1.3200 -2.8652 -0.2417  0.008
O: 1.8837 -2.4332 -0.3440  0.055
O: -0.2408 -0.1724 -2.4102  0.035
O: 2.7700 -0.4814 -0.5135  0.086
O: 0.9691 1.7780 -0.7108  -0.053
C: -2.1420 1.6669 0.5709  -0.004
C: 2.9126 -1.7294 -0.5038  0.016
C: -1.7203 0.8749 1.8190  -0.016
C: 4.2598 -2.3505 -0.6858  0.004
C: 1.1848 1.7530 -2.1128  -0.002
C: 1.9863 2.4524 0.0102  -0.003
C: -0.0669 1.1925 -2.7725  -0.001
C: -1.6016 1.8267 3.0228  0.001
C: -2.8051 -0.1783 2.1328  -0.007
C: -0.4040 0.2290 1.6366  -0.104
C: -0.7792 -3.8302 1.3640  0.003
C: -1.3785 -0.7376 -3.0427  0.002
H: -1.6635 -3.9316 1.9910  0.000
H: -2.9549 -0.8499 1.2916  0.000
H: 0.2385 0.1563 2.5064  0.000
H: -0.3901 -4.7962 1.0438  0.001
H: -3.1132 2.1266 0.7314  0.000
H: 0.0314 1.2618 -3.8633  0.000
H: 1.3591 2.7735 -2.4819  -0.002
H: -1.2799 -0.6397 -4.1284  0.001
H: 4.3503 -2.7105 -1.7091  0.000
H: -1.3642 1.2700 3.9254  0.000
H: 2.0560 1.1307 -2.3499  0.000
H: -1.4214 2.4511 0.3588  0.000
H: 1.6947 2.4242 1.0569  -0.002
H: 5.0359 -1.6164 -0.5017  0.001
H: 4.3666 -3.1970 -0.0133  0.001
H: 2.9525 1.9598 -0.1132  0.000
H: -2.2075 1.0077 -0.2941  0.001
H: 2.0626 3.4910 -0.3256  -0.001
H: -2.2977 -0.2372 -2.7205  0.000
H: -1.4237 -1.7934 -2.7821  0.000
H: -3.7493 0.3177 2.3417  -0.002
H: -0.8278 2.5695 2.8518  0.000
H: -2.5223 -0.7594 3.0059  0.000
H: -2.5457 2.3431 3.1775  0.000
H: -0.9428 1.7702 -2.4486  0.000

Cartesian forces (eV/Å) of the 6 atoms listed first:
Ir -1.10 0.32 3.92
Br -0.40 -0.34 0.15
Br 0.15 0.41 0.17
O -0.59 -0.74 -0.15
O 0.19 0.29 0.07
O -0.01 1.36 0.00

Entry 3:
# C12H25BrCaCl2FLiN2NaO11S

C12H25BrCaCl2FLiN2NaO11S as an isolated structure (ωB97M-V with the def2-TZVPD basis set, the Open Molecules 2025 dataset).

Summary:
Molecular weight   645.22 g/mol
Electronic energy   -6248.631665 Eh
Charge   +1
HOMO   -7.070 eV
Spin multiplicity   1
Lowest unoccupied orbital energy   -5.11 eV
Gap between HOMO and LUMO   1.9550 eV

Last column: Löwdin charge in e.
Positions of all 58 atoms, in Å:
Br: -0.5710 -1.0482 5.4012  0.306
Ca: 6.8319 -2.3096 -1.7879  1.063
Cl: -7.3914 -0.9214 2.3959  -0.361
Cl: -1.2869 -2.5087 3.9497  0.046
S: -1.6455 1.6834 3.3784  0.762
Na: 1.3798 -2.4553 2.4811  0.417
F: -2.8399 1.0037 4.3106  -0.172
O: -0.3830 1.8749 4.1726  -0.359
O: -2.0728 3.0389 2.9005  -0.263
O: 5.5353 -0.8904 -0.5171  -0.225
O: 0.7837 3.3279 -3.9724  0.072
O: -0.4934 3.0096 -2.1531  0.054
O: -1.3317 2.5731 -4.2043  0.175
O: -1.5486 -2.6583 -3.4596  0.085
O: 0.7525 -0.2562 1.2358  -0.209
O: 8.2658 -1.1223 -1.1567  -0.308
O: -2.0591 -1.0802 -1.9613  0.049
O: 0.0521 -1.8703 -2.0743  0.080
N: -1.4252 0.5754 2.0805  -0.182
N: -2.8520 -2.0953 1.3139  0.065
C: -3.4185 -0.9176 1.3663  -0.339
C: 0.8253 3.2581 -1.6870  -0.149
C: -5.0179 -0.8725 1.5268  -0.299
C: -2.6628 0.4729 1.2389  -0.126
C: -3.1909 -1.1996 -2.8223  -0.099
C: -1.0863 -1.8706 -2.4661  -0.557
C: 1.9696 0.0852 2.0180  -0.191
C: -0.2176 0.8807 1.3287  -0.179
C: 3.0280 -1.1618 1.9151  -0.087
C: 1.4886 3.8947 -2.8739  -0.125
C: -2.9714 -2.5334 -3.4699  -0.100
C: -0.4341 2.9361 -3.5123  -0.550
Li: 2.3475 -1.9306 -0.4562  0.567
H: 2.4784 -2.1128 1.5249  0.003
H: 2.5522 3.6626 -2.9338  0.135
H: -3.4024 -3.3560 -2.8937  0.144
H: -5.5105 -1.1464 0.5396  0.063
H: 5.9845 -1.1601 -1.3320  -0.245
H: 1.2861 2.3034 -1.4099  0.119
H: -3.1769 -0.3757 -3.5405  0.142
H: -3.3592 -2.5729 -4.4872  0.144
H: 0.8111 3.9123 -0.8142  0.138
H: -2.5013 0.7459 0.1462  0.142
H: 1.7001 0.2604 3.1161  0.131
H: 3.8179 -0.8972 1.1373  0.062
H: 8.9333 -0.4253 -1.2588  0.108
H: -0.4008 1.1708 0.2564  0.146
H: 2.4471 1.0386 1.6276  0.145
H: -5.3879 0.1555 1.8039  0.007
H: -3.3899 1.2646 1.6280  0.123
H: 6.1730 -0.2898 -0.0818  0.053
H: 3.4991 -1.3403 2.9590  0.144
H: 1.3606 4.9801 -2.8928  0.142
H: 0.3836 1.7338 1.7909  0.139
H: 8.6760 -1.7606 -0.5375  0.047
H: -4.1199 -1.1578 -2.2541  0.144
H: -1.8385 -1.9276 1.1760  -0.012
H: -5.3760 -1.6176 2.2906  -0.025

Cartesian forces (eV/Å) of the 6 atoms listed first:
Br 0.03 -0.57 -0.24
Ca 0.96 -8.13 -3.48
Cl -2.20 -0.01 0.69
Cl 0.33 0.25 0.24
S 1.77 5.40 1.44
Na -4.52 -1.52 3.17

Entry 4:
# C12H25CrO14S

C12H25CrO14S as an isolated structure (ωB97M-V with the def2-TZVPD basis set, the Open Molecules 2025 dataset).

Summary:
Molecular weight   477.38 g/mol
Electronic energy   -2968.439752 Eh
Charge   -1
HOMO (spin up / spin down)   -3.615 / -5.276 eV
Spin multiplicity   5
Lowest unoccupied orbital energy (spin up / spin down)   2.65 / 2.65 eV
Gap between HOMO and LUMO (spin up / spin down)   6.2641 / 7.9222 eV

Last column: Löwdin spin population.
Positions of all 53 atoms, in Å:
Cr: 0.3794 0.1242 0.2702  3.746
S: 2.8852 1.1681 0.4249  0.008
O: -1.8807 2.7211 -2.1487  0.003
O: 1.2953 -2.1115 -3.0952  0.004
O: -2.7506 0.7370 -2.1751  0.003
O: 1.6079 1.7889 -0.1270  0.008
O: -0.5602 -1.6291 0.6127  0.050
O: -1.3849 1.2895 -0.4885  0.023
O: 2.3090 -0.2304 -3.4132  0.005
O: 3.8623 0.9270 -0.6361  0.000
O: -0.1501 1.1143 2.2380  0.032
O: 2.3158 -0.1279 0.9658  0.028
O: 0.6513 3.0753 3.0050  0.005
O: 0.6745 -0.3125 -1.8876  0.034
O: 3.4419 2.0257 1.4687  0.000
O: 0.9457 1.3104 4.1901  0.005
C: 0.5293 -0.0045 4.5266  0.000
C: -2.2547 -3.2520 0.8173  0.000
C: -1.9550 1.5619 -1.5146  0.009
C: -3.0076 -0.5030 -1.5151  0.000
C: -0.9048 -2.7250 1.3315  0.005
C: 1.3559 -0.8295 -2.7393  0.015
C: -0.8890 3.6247 -1.6677  0.000
C: 2.4025 1.1949 -3.2490  0.000
C: 0.2448 3.7657 1.8270  0.000
C: 0.4215 1.7924 3.0605  0.014
C: 0.2045 -2.8282 -2.5190  0.000
C: 0.1051 -3.8571 1.2760  0.002
H: -2.2046 -3.3618 -0.2750  0.000
H: 1.8300 1.7003 -4.0294  0.000
H: -0.7471 -2.4515 -2.8987  0.000
H: 1.1761 -0.3735 5.3180  0.000
H: 0.1947 -4.3813 0.3161  0.000
H: 0.3123 -3.8563 -2.8524  0.000
H: 0.2199 -2.7353 -1.4333  0.000
H: -3.0212 -0.3938 -0.4349  0.000
H: -3.0537 -2.5543 1.0728  0.000
H: -2.2256 -1.2209 -1.7572  0.000
H: -0.1993 -4.6729 1.9572  0.000
H: -0.0510 3.1084 -1.1940  0.000
H: -0.5047 -0.0071 4.8759  0.000
H: 2.0682 1.4873 -2.2547  0.000
H: 1.0600 3.6768 1.1082  0.000
H: -1.3313 4.3112 -0.9425  0.000
H: -1.0946 -2.4923 2.4024  0.001
H: 0.1517 4.8142 2.1091  0.000
H: -0.5029 4.2019 -2.5042  0.000
H: -3.9492 -0.8781 -1.9079  0.000
H: 0.6368 -0.6769 3.6743  0.000
H: -2.5432 -4.2644 1.1389  0.000
H: -0.6922 3.4077 1.4105  0.000
H: 1.1189 -3.6215 1.6130  0.000
H: 3.4578 1.4238 -3.3504  0.000

Cartesian forces (eV/Å) of the 6 atoms listed first:
Cr 0.30 -0.50 0.56
S 1.15 0.20 0.34
O -0.09 -0.13 -0.39
O -0.01 0.26 -0.31
O -0.24 0.47 -0.10
O -0.63 0.22 -0.44

Entry 5:
# C12H25F6NO8S2

A 5-piece molecular cluster, C12H25F6NO8S2 overall (ωB97M-V with the def2-TZVPD basis set, the Open Molecules 2025 dataset).

Summary:
Molecular weight   489.45 g/mol
Electronic energy   -2524.280066 Eh
Charge   -1
HOMO (spin up / spin down)   -4.435 / -4.238 eV
Spin multiplicity   2
Lowest unoccupied orbital energy (spin up / spin down)   1.90 / -0.05 eV
Gap between HOMO and LUMO (spin up / spin down)   6.3302 / 4.1891 eV

Last column: Löwdin spin population.
Positions of all 54 atoms, in Å:
S: -0.3485 -1.0679 -3.6673  0.000
S: 0.3853 0.1120 -5.8049  0.000
F: 1.2580 2.7014 -5.6656  0.000
F: 2.8077 1.1583 -6.3228  0.000
F: 1.7991 -2.5731 -3.6546  0.000
F: 1.4918 -1.6700 -1.7211  0.000
F: 1.2140 1.8973 -7.6947  0.000
F: 0.2080 -3.2726 -2.5060  0.000
O: 1.7979 1.1449 -0.3333  0.028
O: 1.0207 -1.0123 -6.5279  0.000
O: -1.0109 -1.9247 -4.6759  0.000
O: -0.9917 0.4711 -6.2464  0.000
O: -1.7177 1.7410 -0.2040  0.834
O: -0.1432 -0.3967 0.4681  -0.003
O: -1.1426 -0.5417 -2.5396  0.001
O: -0.8468 -1.3013 2.8249  0.000
N: 0.6970 0.2375 -4.2441  0.000
C: -1.7203 -2.4730 2.5578  0.000
C: -2.6091 3.7513 0.7436  0.014
C: -1.2444 -2.3824 4.9680  0.000
C: 3.0466 1.1730 0.2915  0.002
C: 4.2398 0.8448 -0.6330  0.001
C: -2.7676 2.2515 0.6106  0.074
C: 0.9038 -2.2067 -2.7813  0.000
C: -0.8575 -1.0776 4.2023  0.000
C: 3.2034 0.2150 1.4907  0.000
C: 1.4889 1.6118 -6.4348  0.000
C: -2.8593 1.6371 2.0537  0.011
C: -1.5753 -3.2336 3.7947  0.000
H: -0.8811 0.0519 0.0488  -0.001
H: -2.7365 -2.1161 2.3903  0.000
H: -0.3113 -0.4462 1.4120  0.000
H: -1.4675 -3.0475 1.6666  0.000
H: 3.3333 -0.8164 1.1629  0.000
H: 4.0228 -0.1672 -0.9746  0.000
H: -1.5157 -0.2394 4.4310  0.000
H: 3.1619 2.1527 0.7552  0.001
H: -1.9425 1.7076 2.6390  0.000
H: -3.0488 0.5650 2.0023  0.000
H: 0.0965 -0.7565 4.6206  0.000
H: -1.7150 3.9820 1.3228  0.000
H: 4.5161 1.5339 -1.4311  0.000
H: -3.7828 2.0264 0.2837  0.038
H: -3.5555 2.1074 2.7482  0.000
H: -3.4094 4.2081 1.3258  0.001
H: 0.6280 0.1588 0.3330  -0.001
H: -0.9361 -4.1050 3.6531  0.000
H: -2.1063 -2.1952 5.6085  0.000
H: -2.5550 -3.6602 4.0103  0.000
H: 2.3891 0.3157 2.2083  0.000
H: 4.0772 0.5943 2.0204  0.000
H: -2.6547 4.4038 -0.1283  0.000
H: -0.4712 -2.8740 5.5584  0.000
H: 5.1372 0.8019 -0.0157  0.000

Cartesian forces (eV/Å) of the 6 atoms listed first:
S -0.05 1.48 1.26
S 0.17 0.95 -3.98
F 0.82 -0.57 -0.80
F -1.71 1.51 -0.30
F 1.47 -0.14 -0.76
F -0.41 -0.31 -0.09

Entry 6:
# C12H25N2O2P2Tb

C12H25N2O2P2Tb as an isolated structure (ωB97M-V with the def2-TZVPD basis set, the Open Molecules 2025 dataset).

Summary:
Molecular weight   450.22 g/mol
Electronic energy   -2239.221791 Eh
Charge   0
HOMO (spin up / spin down)   -6.493 / -6.450 eV
Spin multiplicity   7
Lowest unoccupied orbital energy (spin up / spin down)   -0.29 / -0.27 eV
Gap between HOMO and LUMO (spin up / spin down)   6.2007 / 6.1803 eV

Last column: Löwdin spin population.
Positions of all 44 atoms, in Å:
Tb: 0.2578 -0.8635 0.5562  6.118
P: 1.4826 1.1757 1.5853  -0.014
P: -0.6638 -2.4155 -1.2820  -0.015
O: -1.9072 2.6963 2.4188  0.000
O: -2.0289 0.1395 3.2745  -0.001
N: 1.5353 -3.8067 1.9307  -0.007
N: 0.1802 0.6302 -1.2194  -0.016
C: -0.4094 1.0961 -3.4746  -0.001
C: -0.1608 0.1851 -2.4598  0.003
C: 0.2243 1.9508 -0.8949  0.003
C: 1.1336 1.3557 3.3201  0.001
C: 0.1062 -4.0224 -1.4463  -0.004
C: -0.3120 2.4707 -3.1887  0.003
C: 3.2320 1.2321 1.1970  0.000
C: -2.4510 -2.5469 -1.2188  0.000
C: 1.2936 -2.8454 1.3230  -0.031
C: -0.1433 -1.3151 -2.7189  0.003
C: 0.4702 2.3531 0.5504  0.002
C: 0.0099 2.9023 -1.8877  -0.001
H: -1.5987 -0.3446 1.0842  -0.016
H: 0.8890 -1.6641 -2.9405  0.000
H: 0.1092 3.9693 -1.6203  0.000
H: 1.9849 -1.5130 -0.0791  -0.023
H: -2.0265 1.8404 2.9201  0.000
H: -2.7274 2.7928 1.9212  0.000
H: 1.2032 -3.9039 -1.5127  0.000
H: -0.8411 -1.6254 -3.5396  0.000
H: -0.6619 0.7067 -4.4797  0.000
H: -0.4886 3.2011 -3.9755  0.000
H: -2.7217 -3.0933 -0.2879  0.000
H: -2.7715 -3.1014 -2.1339  0.000
H: 0.0488 1.2345 3.5281  0.000
H: -1.8059 -0.1761 2.2968  -0.002
H: -0.0972 -4.6012 -0.5185  0.000
H: -2.8934 -1.5316 -1.1523  0.000
H: 1.6902 0.5668 3.8857  0.000
H: 1.4925 2.3813 3.5784  0.000
H: 3.5646 2.2317 1.5797  0.000
H: -0.3226 -4.5190 -2.3502  -0.001
H: -1.6216 -0.5000 3.8691  0.000
H: 3.7366 0.3828 1.7175  0.000
H: 1.1137 3.2702 0.6056  0.000
H: 3.3807 1.1111 0.1007  0.000
H: -0.4847 2.5128 1.1384  0.000

Cartesian forces (eV/Å) of the 6 atoms listed first:
Tb 0.40 -1.62 3.08
P -0.42 -1.06 -1.13
P 0.78 0.45 -0.34
O -0.36 -0.48 0.44
O 0.30 -0.29 -0.25
N 0.29 -0.16 -0.13

Q: Among the records above, which one has the highest electronic energy?
A: C12H25N2O2P2Tb